51
Properties=species:S:1:pos:R:3:forces:R:3 method="wB97M-V/def2-TZVPD" spin_multiplicity=2 e_homo_ha="-0.122 / -0.161" lumo_energy_ev="2.252 / 2.083" charge=-1 orbital_gap_ev="5.561 / 6.469" s2=0.757
Hg 1.084050 0.952836 -1.895879 0.2 -0.6 0.1
F 8.503623 0.018370 -3.387128 0.1 0.0 0.0
C 7.385577 0.250022 -2.684797 -0.1 0.0 0.1
C 7.203632 -0.338215 -1.446842 0.1 0.0 -0.1
F 8.162753 -1.138902 -0.957303 0.0 -0.1 0.0
C 6.049542 -0.098526 -0.729002 -0.3 0.3 -0.2
F 5.927493 -0.691346 0.462395 0.1 -0.1 0.1
C 5.031115 0.736797 -1.198886 0.4 -0.1 -0.4
Se 3.502259 1.076684 -0.170126 -0.6 0.1 0.1
C 5.253337 1.311878 -2.453676 -0.1 -0.2 0.3
F 4.337059 2.125210 -2.981657 0.0 0.1 -0.1
C 6.401117 1.080461 -3.186636 0.1 -0.1 0.0
F 6.580071 1.658196 -4.383452 0.0 0.0 -0.1
C -1.832681 -3.760667 -3.472521 -0.1 0.0 0.2
Si -1.836914 -3.400676 -1.613499 0.0 -0.1 -0.2
C -3.632847 -3.319173 -1.022432 0.2 0.1 -0.1
C -1.045294 -4.879698 -0.741154 0.0 0.2 0.0
C -0.943560 -1.828739 -1.375524 -0.3 -0.3 0.2
C -0.340520 -0.767579 -1.284489 0.3 0.5 -0.2
H -2.371639 -4.680156 -3.718074 0.0 0.0 0.0
H -0.805966 -3.861897 -3.829894 0.0 0.0 0.0
H -2.292502 -2.937267 -4.022484 0.0 0.0 0.0
H -4.160070 -4.240393 -1.284371 0.0 0.0 0.0
H -4.164366 -2.483633 -1.482289 0.0 0.0 0.0
H -3.691180 -3.195693 0.061151 0.0 0.0 0.0
H -1.575258 -5.799569 -1.002038 0.0 0.0 0.0
H -1.073721 -4.772782 0.345210 0.0 0.0 0.0
H -0.001126 -4.997641 -1.036967 0.0 0.0 0.0
C -2.821551 1.284606 5.173762 0.0 0.0 0.0
C -2.422326 1.678087 3.779112 0.0 0.0 -0.1
C -3.376991 2.069299 2.848772 0.0 -0.1 0.1
C -3.031599 2.421897 1.554243 0.1 0.0 -0.1
C -4.137325 2.825156 0.606727 0.1 0.0 0.0
C -1.676170 2.394401 1.168651 -0.1 -0.1 0.6
C -1.329211 2.813255 -0.188063 0.1 -0.1 -0.5
O -0.212340 2.971663 -0.636649 -0.1 0.2 0.2
C -0.695519 1.978490 2.097890 0.0 0.0 -0.2
C 0.752658 1.835376 1.732916 0.0 0.0 0.0
C -1.092220 1.638703 3.383053 -0.1 0.0 0.1
H -3.894467 1.401975 5.321081 0.0 0.0 0.0
H -2.299882 1.891523 5.915642 0.0 0.0 0.0
H -2.562464 0.241126 5.362630 0.0 0.0 0.0
H -4.420396 2.092872 3.144693 0.0 0.0 0.0
H -5.098370 2.760418 1.114645 0.0 0.0 0.0
H -4.174494 2.173056 -0.266613 0.0 0.0 0.0
H -4.010111 3.850999 0.258402 0.0 0.0 0.0
H -2.187867 2.982998 -0.857799 0.0 0.1 0.0
H 1.161203 2.745385 1.300413 0.0 0.0 0.0
H 0.869096 1.051056 0.979899 0.0 0.0 0.0
H 1.342109 1.554561 2.604539 0.0 0.0 0.0
H -0.335732 1.325197 4.094442 0.0 0.0 0.0

15
Properties=species:S:1:pos:R:3:forces:R:3 method="wB97M-V/def2-TZVPD" smiles="C=O.CCC" de_lowest_kcal_mol=36.64 e_homo_ha=-0.379 lumo_energy_ev=0.713 orbital_gap_ev=11.015
C -2.095430 2.718573 -0.654972 1.0 -1.2 -0.6
O -1.023922 2.733293 -0.110591 -0.1 0.2 0.6
H -2.864834 1.966237 -0.319881 0.0 1.0 -0.3
H -2.141694 3.256334 -1.622919 -0.9 0.1 0.3
C 0.793657 -0.485729 -0.944685 1.9 0.2 0.3
C 1.205541 -0.698183 0.533704 -1.4 -0.5 -0.3
C 0.318273 -1.758263 1.266264 -0.3 1.2 -1.2
H -0.010797 0.236220 -1.009599 -0.3 -0.2 -0.3
H 1.697731 -0.056910 -1.415284 -0.6 0.3 0.0
H 0.674765 -1.398935 -1.529006 -0.6 -0.1 0.3
H 2.271246 -0.880040 0.576936 0.1 -0.3 0.3
H 0.969468 0.232551 1.022287 0.5 0.5 0.3
H -0.571214 -1.200173 1.625247 0.4 -0.5 0.1
H 0.842696 -2.222029 2.091571 -0.1 -0.3 0.1
H -0.065486 -2.442948 0.490927 0.3 -0.3 0.7

55
Properties=species:S:1:pos:R:3:forces:R:3 method="wB97M-V/def2-TZVPD" smiles=Cc1[nH]nc(-c2ccc(OCc3cnn(-c4ccccc4)c3)cc2O)c1Oc1ccc(F)cc1 de_lowest_kcal_mol=0.00 e_homo_ha=-0.288 lumo_energy_ev=0.534 orbital_gap_ev=8.370
C -5.613314 -1.045228 -2.145210 0.0 0.0 0.0
C -4.223143 -1.441600 -1.812494 0.1 0.0 0.3
N -3.370899 -1.992182 -2.703285 -0.2 0.2 0.2
N -2.174153 -2.250977 -2.170110 0.5 -0.2 0.1
C -2.218879 -1.862049 -0.896392 -0.6 0.2 -0.2
C -1.075359 -1.975859 -0.008239 0.3 -0.1 -0.1
C -1.191495 -1.670832 1.350646 0.2 -0.1 -0.1
C -0.115125 -1.748391 2.200126 0.2 0.0 0.2
C 1.136428 -2.140201 1.714723 -0.4 0.0 -0.2
O 2.136417 -2.186197 2.633915 -0.1 0.1 0.0
C 3.435475 -2.545843 2.214487 0.3 -0.1 0.0
C 4.072367 -1.535098 1.315367 -0.1 0.3 0.0
C 5.247875 -1.681892 0.552261 -0.4 0.2 0.2
N 5.519406 -0.581371 -0.110576 0.6 0.0 -0.5
N 4.550025 0.287853 0.184854 -0.2 -0.7 0.5
C 4.552875 1.568432 -0.375230 0.2 0.8 -0.4
C 5.700264 2.008105 -1.030643 0.0 -0.1 0.1
C 5.734137 3.269941 -1.590636 -0.1 0.0 0.0
C 4.630882 4.103646 -1.502110 0.0 0.1 0.0
C 3.488057 3.663003 -0.856731 0.0 0.1 0.0
C 3.440245 2.399764 -0.295397 0.1 -0.2 0.1
C 3.655628 -0.252017 1.049850 0.1 -0.4 0.2
C 1.272225 -2.456098 0.372606 0.2 -0.1 0.0
C 0.181210 -2.385252 -0.489967 -0.2 0.1 0.3
O 0.399939 -2.716229 -1.775878 0.1 0.0 0.0
C -3.513565 -1.339204 -0.628608 -0.1 -0.1 -0.6
O -4.014492 -0.869751 0.562771 0.0 -0.5 -0.2
C -4.186684 0.476301 0.708998 -0.1 0.7 0.1
C -3.714997 1.420195 -0.196777 0.0 -0.4 0.0
C -3.923811 2.767418 0.036247 -0.2 0.2 0.3
C -4.601832 3.156552 1.174917 0.0 -0.1 -0.1
F -4.809430 4.473489 1.399680 0.0 -0.1 0.0
C -5.072361 2.233503 2.092650 0.1 0.2 -0.1
C -4.862349 0.890753 1.856158 0.2 -0.3 -0.3
H -5.620208 -0.169704 -2.795375 -0.1 0.0 0.0
H -6.131827 -1.855590 -2.655205 -0.1 0.0 0.0
H -6.150134 -0.801425 -1.232074 -0.1 0.0 0.0
H -3.551737 -2.228692 -3.665504 0.0 0.0 0.1
H -2.150868 -1.378382 1.744447 -0.1 0.0 0.0
H -0.212621 -1.514814 3.247829 0.0 0.0 0.1
H 4.007977 -2.630581 3.145860 -0.1 -0.1 -0.2
H 3.429316 -3.532259 1.728685 0.0 0.1 0.1
H 5.886987 -2.538494 0.472584 0.2 -0.2 -0.1
H 6.546238 1.342507 -1.088912 0.1 0.0 0.0
H 6.626857 3.605890 -2.096398 0.1 0.0 0.0
H 4.660047 5.091323 -1.936727 0.0 0.1 0.0
H 2.622626 4.305469 -0.790668 -0.1 0.0 0.0
H 2.536695 2.065929 0.189957 -0.1 -0.1 0.0
H 2.808896 0.283029 1.425489 -0.2 0.1 0.0
H 2.211832 -2.763381 -0.056235 0.1 0.0 0.0
H -0.447154 -2.652113 -2.262215 0.0 0.0 0.0
H -3.175567 1.103879 -1.076670 0.0 0.0 -0.1
H -3.562241 3.511383 -0.655621 0.0 0.1 -0.1
H -5.593703 2.569661 2.974489 -0.1 0.1 0.1
H -5.212956 0.143699 2.550280 -0.1 -0.1 0.1

49
Properties=species:S:1:pos:R:3:forces:R:3 method="wB97M-V/def2-TZVPD" spin_multiplicity=4 e_homo_ha="-0.649 / -0.648" lumo_energy_ev="-12.581 / -13.996" charge=+3 orbital_gap_ev="5.074 / 3.649" s2=3.768
I -2.896471 -2.369075 -1.042289 -1.8 -0.9 0.0
I -2.348306 -5.914107 0.284886 -0.3 0.3 -0.2
Re -0.608839 -2.025479 0.265510 2.5 1.8 0.4
P -0.048246 -1.936697 -2.037795 1.3 -1.1 -2.5
C -0.356006 -3.454418 -3.006604 -0.3 -0.1 0.1
C -0.683872 -0.537963 -3.012241 -0.3 0.3 0.5
H 0.100295 -0.250061 -3.728765 -0.3 -0.2 0.1
H 2.007035 -1.612470 -3.237691 0.0 -0.1 0.4
H -0.878755 0.320845 -2.349714 0.1 -0.3 -0.5
H 2.046792 -0.836463 -1.601203 0.1 -0.3 -0.2
H -1.431851 -3.643628 -3.124269 0.4 0.1 -0.1
H -1.613133 -0.800914 -3.532522 0.3 0.1 0.1
C 1.756027 -1.728580 -2.172854 -0.1 -0.1 0.3
H 0.099310 -3.370032 -4.000820 0.0 0.0 0.2
H 2.237606 -2.626599 -1.759727 0.1 0.4 -0.1
H 0.076603 -4.307726 -2.469308 0.1 0.2 -0.2
P -2.070482 -1.540800 2.066096 -1.6 -0.3 2.6
C -3.004456 -2.917934 2.786842 0.0 -0.5 -0.3
C -1.029405 -0.995931 3.450567 0.3 -0.1 -0.2
H -2.804846 0.782586 1.950120 0.0 -0.2 0.0
H -4.024423 -0.267439 2.666385 0.1 -0.2 0.0
H -3.788445 -0.248492 0.909253 -0.1 0.0 0.1
C -3.274866 -0.198839 1.871222 -0.2 0.2 -0.5
H -0.647403 0.015235 3.258529 -0.1 -0.4 0.2
H -1.639564 -1.011012 4.360879 0.1 0.1 -0.1
H -3.499994 -2.632963 3.721210 0.1 0.1 -0.2
H -2.324955 -3.747161 2.998706 0.1 0.1 0.1
H -0.195856 -1.698375 3.544007 -0.1 0.2 0.2
H -3.743573 -3.304072 2.081145 -0.2 0.2 0.1
C 0.262876 -3.723462 0.687428 1.8 -1.8 1.1
O 0.971607 -4.577988 1.037612 -2.1 2.3 -1.1
C 3.944366 5.463626 -0.217513 -0.1 -0.4 0.3
C 2.875385 4.411264 -0.256656 0.8 0.7 -1.0
C 1.603335 4.728522 -0.722204 -0.9 -0.5 0.5
C 0.566453 3.797016 -0.596328 -0.6 0.5 -0.7
C 0.878958 2.543902 -0.069586 2.2 -0.8 0.4
C 2.196167 2.158677 0.240062 -0.1 0.3 -0.2
C 3.198183 3.109637 0.090229 0.0 -0.8 0.7
S -0.430210 1.434219 0.442740 -2.2 4.9 -0.1
O -0.829003 1.859642 1.779429 0.8 -2.1 -1.3
O -1.435171 1.453611 -0.618411 1.1 -1.3 1.6
O 0.560716 -0.811106 0.709816 -0.7 -0.1 -0.3
H 4.104876 5.954995 -1.173994 -0.1 0.0 -0.1
H 3.617867 6.216089 0.504091 0.3 0.1 0.0
H 4.879158 5.004899 0.110917 0.0 0.3 0.0
H 1.407733 5.729524 -1.125558 -0.1 -0.5 0.3
H -0.450711 4.069800 -0.867956 0.2 -0.1 0.0
H 2.417490 1.164712 0.598022 0.1 -0.1 0.0
H 4.250006 2.870983 0.308307 -0.7 0.0 0.0

10
Properties=species:S:1:pos:R:3:forces:R:3 method="wB97M-V/def2-TZVPD" smiles=O[C@H]1C[NH2+]1 de_lowest_kcal_mol=35.35 e_homo_ha=-0.598 lumo_energy_ev=-3.579 charge=+1 orbital_gap_ev=12.688
O 0.641798 0.895916 1.248903 -0.1 -1.2 0.3
C 0.640960 -0.045694 0.248384 -4.2 0.8 0.7
C -0.611182 -0.956759 -0.107070 1.1 4.4 3.7
N -0.411555 0.401694 -0.679645 -1.5 0.9 -1.5
H 1.524836 0.847870 1.618932 0.2 0.4 0.7
H 1.587020 -0.215959 -0.073241 2.4 -1.1 -1.7
H -0.450626 -1.597627 -0.847729 0.5 -3.3 -2.4
H -1.463153 -0.968115 0.570948 0.4 -0.5 -0.1
H -0.418450 0.525733 -1.697994 0.7 -0.3 0.3
H -1.039648 1.112942 -0.281489 0.6 -0.2 0.1

57
Properties=species:S:1:pos:R:3:forces:R:3 method="wB97M-V/def2-TZVPD" de_lowest_kcal_mol=0.00 e_homo_ha=-0.228 lumo_energy_ev=0.152 orbital_gap_ev=6.367
C 0.922739 -0.399920 -3.311710 0.3 -0.4 -0.3
C 0.047016 2.799722 -3.241748 -1.1 0.2 -0.3
C -0.514366 -0.200031 -2.870761 0.6 0.4 1.1
H 0.933768 -1.002868 -4.238473 0.1 0.1 0.1
C -1.328704 2.676854 -3.125717 1.0 0.9 -0.6
H 0.539303 3.637987 -2.733561 -0.4 -0.2 -0.1
H -0.898499 -1.088166 -2.346086 0.2 0.1 -0.4
H -1.892211 3.516722 -2.704024 0.3 -0.5 0.3
C -1.479809 0.251407 -3.970425 -0.2 -0.5 -0.1
H -2.272931 -0.516418 -4.040898 0.2 0.4 -0.1
H -0.970473 0.254128 -4.947002 -0.1 -0.1 0.3
C 1.735608 0.884716 -3.563987 0.1 -0.2 -0.3
H 2.565564 0.632685 -4.245982 -0.2 0.1 0.2
H 2.207375 1.216496 -2.625377 -0.2 0.1 -0.1
C 0.939487 2.055176 -4.190147 0.7 -0.3 -0.3
H 0.404324 1.710427 -5.088995 0.1 0.1 0.4
H 1.698601 2.773340 -4.553467 -0.4 -0.2 0.1
C -2.177625 1.611793 -3.770125 -0.2 -0.1 -0.1
H -2.540175 1.958267 -4.755000 0.2 0.1 0.3
H -3.088063 1.453799 -3.165470 0.4 0.3 -0.1
Sn -0.537294 1.280807 -1.144818 -1.5 -0.1 0.8
H 1.454046 -0.984062 -2.540411 -0.1 0.1 -0.3
O 0.992370 2.766979 0.870598 0.6 -0.8 0.5
C 1.125173 1.602729 0.542386 -1.0 0.9 -1.9
C 2.117624 0.637170 1.013593 0.8 -1.1 1.3
C 3.412500 1.083149 1.313618 0.0 0.1 -0.2
C 4.425456 0.187723 1.629091 0.2 -0.5 0.0
C 4.158421 -1.187610 1.674933 0.0 0.5 0.1
C 2.854994 -1.645243 1.513158 -0.4 0.2 -0.1
C 1.816110 -0.745956 1.218191 0.1 1.8 -0.2
P 0.178803 -1.504654 1.441858 -0.2 -2.6 -0.7
C 0.005031 -1.525945 3.230592 -0.1 0.2 0.6
C -0.305614 -2.762317 3.836157 0.2 0.8 0.1
C -0.291843 -2.856281 5.223072 0.0 0.2 0.3
C 0.002216 -1.726972 6.001340 -0.1 0.0 -0.3
C 0.194856 -0.479521 5.396021 0.0 -0.2 0.1
C 0.191452 -0.371701 4.006526 0.0 -0.6 0.4
C -1.451964 -0.883376 0.928034 -0.4 0.6 -0.1
C -2.076899 0.237282 1.504983 -0.3 -0.3 -0.4
C -3.383201 0.559829 1.132818 -0.1 0.0 0.4
C -4.084076 -0.242647 0.234327 0.2 -0.1 -0.1
C -3.486006 -1.389096 -0.302328 -0.1 0.2 0.1
C -2.185552 -1.720980 0.049966 0.6 0.4 0.4
H 3.622107 2.154130 1.298182 -0.1 -0.3 -0.1
H 5.437096 0.548869 1.829425 -0.3 -0.1 -0.1
H 4.953644 -1.900646 1.876747 -0.1 0.2 0.0
H 2.616091 -2.706491 1.644766 0.1 0.4 -0.1
H -0.548296 -3.619240 3.208458 0.2 0.2 0.2
H -0.505219 -3.810270 5.710787 0.1 0.3 -0.1
H 0.071566 -1.822150 7.085626 -0.1 0.1 -0.3
H 0.348966 0.409411 6.010566 0.0 -0.3 -0.1
H 0.330105 0.602549 3.536139 0.2 -0.3 0.1
H -1.542406 0.830741 2.251555 -0.2 -0.1 -0.4
H -3.871467 1.432860 1.574596 0.2 -0.3 -0.2
H -5.110381 0.004880 -0.038809 0.3 0.0 0.1
H -4.046540 -2.035182 -0.976165 0.1 0.1 0.1
H -1.712826 -2.644908 -0.296619 -0.2 0.4 0.0